Record 1
Entry from OMol25: a molecular structure, C6H12AlO10S in a non-equilibrium geometry (ωB97M-V/def2-TZVPD).

The geometry in ORCA input format:
```
! RIJCOSX wB97M-V def2-TZVPD def2/J DEFGRID3
* xyz 1 1
Al -1.58395 0.95614 -0.25904
S -5.27137 -0.15134 1.62580
O -4.79762 -1.03770 0.57806
O -4.16079 -0.15748 2.48558
O -5.35296 1.13557 0.98051
O -6.51777 -0.54975 2.22495
C 2.44174 5.38405 -1.84056
O 3.40141 5.03634 -0.87073
C 3.07120 4.23066 0.16065
O 1.97094 3.64334 0.31317
O 4.07027 4.11571 1.04245
C 5.35506 4.56052 0.74420
H 1.67631 5.98465 -1.34913
H 1.80766 4.55178 -2.14611
H 2.99432 5.76996 -2.69719
H 5.99670 4.05464 1.46565
H 5.41921 5.64853 0.72976
H 5.66443 4.19860 -0.23631
C -0.74964 -5.08765 -2.52973
O -1.43577 -5.46671 -1.38961
C -1.32345 -4.59694 -0.25594
O -0.94632 -3.43089 -0.21776
O -1.74450 -5.36243 0.81384
C -2.01048 -4.76068 2.05173
H 0.25773 -5.50169 -2.57303
H -0.75340 -4.00088 -2.61357
H -1.20242 -5.47157 -3.44389
H -2.70446 -3.92445 1.96691
H -1.17785 -4.23689 2.52130
H -2.39425 -5.53335 2.71790
*
```

As for the HOMO-LUMO gap: 3.379 eV. For the HOMO energy, the calculation gives -13.25 eV. As for the energy above the lowest of the compared OMol25 structures with the same formula, charge and spin: 1.586 eV.

=====

Record 2
Entry from OMol25: a molecular structure, C27H27AsN6OPdS in a non-equilibrium geometry (ωB97M-V/def2-TZVPD).

The geometry in ORCA input format:
```
! RIJCOSX wB97M-V def2-TZVPD def2/J DEFGRID3
* xyz 4 1
Pd -0.39861 1.39955 -0.85559
C 2.24619 4.76570 -0.72864
C 1.64106 3.40740 -0.77826
N 0.40102 3.16447 -0.49251
N -0.46675 4.18956 -0.15044
C -1.72358 3.84953 0.20804
N -2.59413 4.77349 0.53742
S -2.15003 2.17341 0.26832
C 2.39336 2.21110 -1.22265
C 3.77143 2.21157 -1.33020
C 4.41734 1.06484 -1.79223
C 3.65386 -0.03031 -2.13974
C 2.27206 0.03172 -1.98191
N 1.64350 1.10888 -1.52710
H 1.60725 5.50746 -1.21328
H 3.19499 4.79551 -1.25460
H 2.41449 5.07089 0.30861
H -0.13975 5.14589 -0.22923
H -2.35941 5.75703 0.60317
H -3.54084 4.51473 0.78510
H 4.34682 3.08551 -1.06133
H 5.49487 1.04826 -1.89075
H 4.10750 -0.92504 -2.54321
H 1.64924 -0.80854 -2.26743
N -2.36749 0.97113 -3.45904
C -2.62908 0.21230 -2.39417
N -3.85265 -0.25370 -2.19266
O -1.71171 -0.07742 -1.53710
H -3.05949 1.11975 -4.18032
H -1.40510 1.10895 -3.72694
H -4.58566 -0.17596 -2.88233
H -4.04341 -0.78251 -1.35647
C 1.98838 -4.94500 -1.50961
C 0.78237 -4.54836 -2.09264
C 0.12928 -3.43108 -1.62009
C 0.67779 -2.75481 -0.51213
C 1.92905 -3.10583 0.04131
C 2.54771 -4.23933 -0.44443
As -0.28037 -1.40139 0.33624
C 0.41774 -0.69404 1.90591
C 1.67330 -0.12526 2.15355
C 1.96504 0.26122 3.44760
C 1.00256 0.11179 4.44401
C -0.26228 -0.41890 4.17662
C -0.58084 -0.80937 2.89212
C -1.86561 -1.42650 2.45162
C -2.94097 -1.72868 3.26344
C -4.04811 -2.40300 2.73377
C -4.09234 -2.79220 1.40475
C -3.03299 -2.48303 0.55770
C -1.94156 -1.82510 1.11183
H 2.50835 -5.81208 -1.89921
H 0.36859 -5.11739 -2.91448
H -0.79674 -3.10359 -2.07617
H 2.35429 -2.55963 0.87214
H 3.46860 -4.58536 0.00629
H 2.41202 -0.02480 1.36673
H 2.93458 0.66967 3.69489
H 1.24041 0.41461 5.45561
H -0.97173 -0.52694 4.98553
H -2.93117 -1.47086 4.31384
H -4.88234 -2.63540 3.38242
H -4.94686 -3.33958 1.03019
H -3.05345 -2.78488 -0.48190
*
```

As for the HOMO-LUMO gap: 5.010 eV. For the HOMO energy, the calculation gives -19.50 eV. As for the energy above the lowest of the compared OMol25 structures with the same formula, charge and spin: 1.981 eV.

=====

Record 3
Entry from OMol25: 3 unconnected molecules or ions with the total composition C15H23F2NO10 (ωB97M-V/def2-TZVPD).

The geometry in ORCA input format:
```
! RIJCOSX wB97M-V def2-TZVPD def2/J DEFGRID3
* xyz 0 1
C 2.24701 -1.09967 0.18144
C 2.17220 0.41442 0.24388
O 0.89845 0.88139 -0.25854
C 0.03174 1.32817 0.64503
O 0.09858 1.14781 1.83113
O -0.94678 1.98852 0.01962
C -2.25278 1.75700 0.59703
C -2.65125 0.27469 0.55869
C -3.15445 -0.28592 1.89495
C -2.12417 -0.97439 2.82676
N -0.99337 -1.68405 2.23285
C -1.25712 -3.00697 1.77109
C -1.84731 -3.22561 0.38925
O -1.03499 -3.95410 2.47659
H 1.64433 -1.47011 -0.65023
H 1.89639 -1.55774 1.10752
H 3.27965 -1.41055 0.02903
H 2.32627 0.77567 1.25650
H 2.91998 0.86989 -0.40300
H -2.91728 2.35852 -0.01740
H -2.27279 2.15294 1.61375
H -1.81124 -0.29658 0.15546
H -3.45535 0.17241 -0.16812
H -3.55931 0.56127 2.45699
H -4.00464 -0.94848 1.72450
H -1.72925 -0.24672 3.53583
H -2.65278 -1.72075 3.42391
H -0.47800 -1.12741 1.56368
H -2.75643 -3.81650 0.50124
H -2.07354 -2.31150 -0.15275
H -1.14766 -3.82985 -0.19107
O -5.35612 -0.24635 -1.53420
C -4.85908 0.35317 -2.42595
O -4.77473 -0.06900 -3.70662
C -4.23554 0.98978 -4.50129
C -3.51164 1.83135 -3.46644
F -3.56929 3.15343 -3.74598
O -4.25631 1.56912 -2.29279
H -5.05046 1.56273 -4.94640
H -3.59209 0.58418 -5.27555
H -2.46966 1.55584 -3.29290
O 4.80399 0.17850 1.96724
C 5.75101 0.39937 1.29430
O 6.97607 0.74210 1.75174
C 7.88729 0.75682 0.65201
C 6.95658 0.94565 -0.53089
F 7.38245 0.29021 -1.63528
O 5.75749 0.35595 -0.07060
H 8.39167 -0.20827 0.58227
H 8.61318 1.55370 0.77926
H 6.76107 1.98590 -0.79753
*
```

As for the HOMO-LUMO gap: 9.364 eV. For the HOMO energy, the calculation gives -8.86 eV. As for the energy above the lowest of the compared OMol25 structures with the same formula, charge and spin: 0.000 eV.

=====

Record 4
Entry from OMol25: a single C8H15NO molecule in a non-equilibrium geometry (ωB97M-V/def2-TZVPD).

The geometry in ORCA input format:
```
! RIJCOSX wB97M-V def2-TZVPD def2/J DEFGRID3
* xyz 0 1
C 0.33561 1.72147 -1.72249
C 1.49263 1.06050 -0.89907
C 1.05869 0.72719 0.54149
C -0.24403 -0.16209 0.61815
C -1.34592 0.56459 -0.16996
C -0.95769 0.87707 -1.61828
C -0.09193 -1.60289 0.04614
N -0.43628 -2.41882 1.22626
C 0.00815 -1.66310 2.38710
O -0.53628 -0.39564 1.99939
H 0.67930 1.84694 -2.75367
H 0.13135 2.72950 -1.29162
H 2.36918 1.68961 -0.85938
H 1.81283 0.13881 -1.37623
H 0.89231 1.66488 1.07049
H 1.91317 0.19125 1.04524
H -1.64040 1.48024 0.32094
H -2.24161 -0.06833 -0.21876
H -1.79691 1.40532 -2.12579
H -0.81759 -0.03642 -2.18563
H -0.74924 -1.80738 -0.78199
H 0.92751 -1.79519 -0.31822
H -1.44294 -2.52388 1.25323
H -0.42461 -2.03948 3.30396
H 1.10467 -1.58415 2.50870
*
```

As for the HOMO-LUMO gap: 9.933 eV. For the HOMO energy, the calculation gives -8.95 eV. As for the energy above the lowest of the compared OMol25 structures with the same formula, charge and spin: 0.983 eV.

=====

Record 5
Entry from OMol25: a molecular structure, C3H11P3 in a non-equilibrium geometry (ωB97M-V/def2-TZVPD).

The geometry in ORCA input format:
```
! RIJCOSX wB97M-V def2-TZVPD def2/J DEFGRID3
* xyz 0 1
C 1.98265 -0.40458 0.03270
C 0.39810 -2.35474 -0.07120
C 0.63029 -0.94756 0.39208
P -2.60186 1.52502 -1.54719
P -0.16895 1.75513 1.48598
P -0.72884 0.20857 0.08506
H 2.15816 -0.42654 -1.04511
H 2.76003 -1.01023 0.49645
H 2.08976 0.62861 0.37473
H 1.20603 -2.99456 0.27770
H -0.55071 -2.73911 0.29955
H 0.38411 -2.42206 -1.16041
H -1.58924 2.26558 -2.14129
H -2.75712 2.48952 -0.54983
H -1.48514 2.13523 1.73086
H -0.01570 2.74256 0.51889
H -1.71156 -0.45084 0.82104
*
```

As for the HOMO-LUMO gap (alpha / beta): 7.023 / 6.943 eV. For the HOMO energy (alpha / beta), the calculation gives -7.15 / -7.47 eV. As for the energy above the lowest of the compared OMol25 structures with the same formula, charge and spin: 2.059 eV.

=====

Record 6
Entry from OMol25: 2 unconnected molecules or ions with the total composition C2F4O2S in a non-equilibrium geometry (ωB97M-V/def2-TZVPD).

The geometry in ORCA input format:
```
! RIJCOSX wB97M-V def2-TZVPD def2/J DEFGRID3
* xyz 0 1
C 0.45832 1.01568 0.52792
C -0.73164 0.63521 0.05069
O 0.13942 -1.75746 0.92304
O -0.95330 -2.74086 -0.98071
F 1.60250 1.16499 -0.26392
F 0.71457 1.48133 1.73284
F -0.90111 0.32680 -1.23356
F -1.85579 0.60065 0.67210
S 0.21757 -2.08731 -0.50721
*
```

As for the HOMO-LUMO gap: 8.641 eV. For the HOMO energy, the calculation gives -10.08 eV. As for the energy above the lowest of the compared OMol25 structures with the same formula, charge and spin: 0.777 eV.

=====

Record 7
Entry from OMol25: 2 unconnected molecules or ions with the total composition C2H5NS in a non-equilibrium geometry (ωB97M-V/def2-TZVPD).

The geometry in ORCA input format:
```
! RIJCOSX wB97M-V def2-TZVPD def2/J DEFGRID3
* xyz 0 1
C 0.23142 0.50521 -0.00382
C 0.95460 0.25198 -1.09390
H 0.13133 1.55957 0.47715
H -0.22692 -0.21389 0.73362
H 0.99340 -0.73414 -1.52868
H 1.53503 0.98949 -1.54468
N 0.90212 -1.45591 2.78638
S 1.92650 -1.57617 1.64224
H 0.45367 -0.50103 2.89010
*
```

As for the HOMO-LUMO gap (alpha / beta): 7.335 / 7.336 eV. For the HOMO energy (alpha / beta), the calculation gives -8.41 / -8.45 eV. As for the energy above the lowest of the compared OMol25 structures with the same formula, charge and spin: 3.356 eV.

=====

Record 8
Entry from OMol25: a molecular structure, C18H19F6NO4PtS5 (ωB97M-V/def2-TZVPD).

The geometry in ORCA input format:
```
! RIJCOSX wB97M-V def2-TZVPD def2/J DEFGRID3
* xyz 2 1
Pt -0.00395 -0.10478 0.30560
C -1.69693 2.52356 -0.61399
C -1.90871 2.49436 0.88492
S -0.51072 1.66307 1.71824
C -1.33125 0.78882 3.08277
C -2.40430 -0.13894 2.56695
S -1.77567 -1.22142 1.22973
C -3.13901 -1.09371 0.01684
C -3.17323 0.12807 -0.92521
S -1.56925 0.88086 -1.37232
H -0.75564 3.00569 -0.88926
H -2.49693 3.07902 -1.10422
H -2.83295 1.97388 1.12148
H -1.96090 3.49740 1.30991
H -1.74177 1.53724 3.76210
H -0.52248 0.26079 3.58915
H -3.26153 0.40491 2.17909
H -2.76521 -0.80476 3.35152
H -4.03082 -1.12911 0.64374
H -3.06729 -2.00324 -0.57115
H -3.87808 0.88204 -0.58255
H -3.48939 -0.26309 -1.89039
F 3.79511 -2.07395 -2.05517
C 3.59823 -0.99510 -1.33426
F 4.41931 -0.02835 -1.67146
F 3.68753 -1.26544 -0.04902
S 1.86908 -0.39449 -1.71408
O 1.59806 0.72544 -0.74753
O 1.77963 -0.10052 -3.08943
N 0.84591 -1.50534 -1.06572
S -0.03563 -2.41723 -2.18544
O -1.36037 -1.87511 -2.24288
O 0.76242 -2.65821 -3.32699
C -0.20982 -4.02637 -1.27389
F 0.89896 -4.71684 -1.35427
F -1.21796 -4.67141 -1.82217
F -0.50304 -3.77324 0.00985
C 4.32330 1.49054 3.68234
C 3.57646 2.06526 2.63544
C 2.59662 1.35683 1.99994
C 2.28625 0.02050 2.37274
C 1.27325 -0.81184 1.80325
C 1.10927 -2.11365 2.18168
C 1.92633 -2.67989 3.18410
C 2.87560 -1.91554 3.78795
C 3.07449 -0.56717 3.40752
C 4.07975 0.20094 4.04641
H 5.09356 2.06590 4.17671
H 3.79190 3.07730 2.31900
H 2.09694 1.82777 1.16932
H 0.36466 -2.74737 1.72861
H 1.78312 -3.71582 3.45910
H 3.50497 -2.33140 4.56438
H 4.65896 -0.26878 4.83123
*
```

As for the HOMO-LUMO gap: 5.437 eV. For the HOMO energy, the calculation gives -13.85 eV. As for the energy above the lowest of the compared OMol25 structures with the same formula, charge and spin: 0.000 eV.